[1]
# C5H7N2

The ion C5H7N2 with charge +1 in a non-equilibrium geometry (ωB97M-V with the def2-TZVPD basis set, OMol25).

Output
Charge ... +1
Spin multiplicity ... 1
Relative energy (zero: lowest compared OMol25 entry of this formula, charge and spin) ... 146.5 kcal/mol
E_HOMO ... -15.23 eV

XYZ file:
```
14
Properties=species:S:1:pos:R:3:mulliken_charge:R:1
C -1.3689 1.2132 -0.2283 -0.073
C -2.1770 -0.8447 0.2711 0.140
C -0.0254 1.0048 -0.0390 0.504
C 1.2467 0.9460 0.1369 -0.221
C 2.2864 -0.1519 -0.1977 -0.943
N -2.3345 0.4209 -0.0568 -0.342
N -1.1934 -1.5337 -0.1359 -0.518
H -1.4802 2.1499 -0.6052 0.411
H -3.0422 -1.1557 0.8363 0.412
H 1.8079 1.7664 0.8297 0.300
H 1.9930 -0.9901 0.2522 0.359
H 3.2271 0.0841 0.1329 0.384
H 2.1612 -0.3308 -1.2712 0.305
H -1.1009 -2.5784 0.0752 0.282
```

***

[2]
# C5H7N2

The ion C5H7N2 with charge +1 in a non-equilibrium geometry (ωB97M-V with the def2-TZVPD basis set, OMol25).

Output
Charge ... +1
Spin multiplicity ... 1
Relative energy (zero: lowest compared OMol25 entry of this formula, charge and spin) ... 160.2 kcal/mol
E_HOMO ... -12.98 eV

XYZ file:
```
14
Properties=species:S:1:pos:R:3:mulliken_charge:R:1
C -2.0665 -0.2903 -0.0843 0.031
C -2.0885 0.9743 -0.0654 -0.126
C 0.3276 -0.5497 -0.0225 0.921
C 1.4202 -1.3236 -0.1114 -1.009
C 1.3571 1.6635 0.0176 -0.160
N -0.9391 -1.1114 0.0143 -0.115
N 0.4062 0.8271 -0.1614 -0.355
H -2.9685 -1.0451 0.2125 0.326
H -1.9231 2.1038 -0.0225 0.353
H 2.4297 -1.0126 0.1020 0.246
H 1.5099 -2.4534 -0.0224 0.251
H 2.3691 1.5264 0.2995 0.256
H 1.2214 2.7504 -0.1764 0.217
H -1.0556 -2.0594 0.0203 0.164
```

***

[3]
# C5H7N2

The ion C5H7N2 with charge +1 in a non-equilibrium geometry (ωB97M-V with the def2-TZVPD basis set, OMol25).

Output
Charge ... +1
Spin multiplicity ... 1
Relative energy (zero: lowest compared OMol25 entry of this formula, charge and spin) ... 199.0 kcal/mol
E_HOMO ... -15.04 eV

XYZ file:
```
14
Properties=species:S:1:pos:R:3:mulliken_charge:R:1
C 1.0011 1.6727 1.1427 -0.787
C 1.1386 0.5047 0.7925 0.456
C -1.7502 0.0557 1.1740 -0.082
C 0.0521 -0.3186 -0.1800 0.530
C -0.1013 0.1137 -1.6213 -1.063
N -1.0168 -0.7727 0.5825 -0.376
N 1.4900 -0.6892 0.3473 -0.061
H -2.6539 -0.2577 1.6477 0.308
H -1.3891 1.1172 1.2860 0.237
H 0.8161 0.6364 -1.8943 0.412
H -0.8262 0.8024 -1.6748 0.360
H -0.4518 -0.7983 -2.2906 0.315
H 1.5370 -1.4688 1.0995 0.397
H 2.1543 -0.5974 -0.4110 0.353
```